The following is a DFT calculation (the ωB97M-V functional and the def2-TZVPD basis) of a gas-phase ion, C8H16NO (charge +1).

Calculated values
electronic energy = -12080.6375 eV
2S+1 = 1
net charge = +1
M = 142.22 u
E_HOMO (spin up / spin down) = -13.53 / -13.52 eV

```
26
Properties=species:S:1:pos:R:3:mulliken_charge:R:1
C 0.3749 0.3740 -0.1364 0.020
C -1.9830 0.1334 -0.6469 -0.944
C -2.1722 1.4225 0.0835 -0.489
C -0.7410 -0.6488 -0.0205 1.770
C -0.4675 -1.8132 -0.8824 -1.522
C -1.0275 -1.0451 1.4619 -1.589
C 2.2129 1.8535 -0.0448 -0.864
C 2.6480 -0.5595 -0.0641 -0.797
N 1.6095 0.5338 -0.0616 0.027
O -1.0720 2.1851 -0.0236 -0.471
H -2.9046 -0.3034 -0.4951 0.477
H -1.7380 0.3009 -1.7561 0.394
H -2.9628 2.1289 -0.4525 0.346
H -2.4617 1.3208 1.1638 0.301
H -0.6119 -2.7362 -0.3156 0.395
H 0.4747 -1.8371 -1.2889 0.370
H -1.2324 -1.7591 -1.7006 0.388
H -0.1266 -1.5758 1.9443 0.327
H -1.9183 -1.6956 1.5115 0.438
H -1.2476 -0.1601 2.0857 0.409
H 2.7919 1.9300 0.9522 0.401
H 1.1909 2.4535 -0.1231 0.267
H 2.8921 2.0244 -0.9718 0.337
H 3.6780 -0.0716 0.2096 0.340
H 2.5820 -1.0722 -1.0537 0.333
H 2.2122 -1.3829 0.6249 0.335
```

The following is a DFT calculation (the ωB97M-V functional and the def2-TZVPD basis) of a gas-phase ion, C8H16NO (charge +1).

Calculated values
electronic energy = -12083.5033 eV
2S+1 = 1
net charge = +1
M = 142.22 u
E_HOMO = -12.60 eV

```
26
Properties=species:S:1:pos:R:3:mulliken_charge:R:1
C 0.1209 1.3348 0.3368 -0.478
C 1.3398 0.7916 0.2439 0.765
C 1.5911 -0.6025 -0.1854 0.299
C -2.0782 0.3931 0.2310 0.354
C 2.4844 1.5625 0.7586 -1.398
C 1.6772 -1.6619 0.5673 -0.917
C 1.5892 -0.6230 -1.6754 -1.176
C -3.0506 0.2005 -0.8813 -1.206
N -1.7285 -1.0201 0.8777 -0.399
O -0.9524 0.9270 -0.3873 -0.270
H -0.0608 2.3458 0.6977 0.414
H 3.3656 0.9172 0.5274 0.368
H 2.2401 1.5954 1.8801 0.307
H 2.6308 2.5934 0.4411 0.373
H -2.5379 0.8092 1.1919 0.357
H 1.5930 -1.4865 1.7427 0.255
H 1.8740 -2.6630 0.2027 0.359
H 1.4163 -1.6467 -1.8674 0.423
H 2.4364 -0.0807 -2.1492 0.283
H 0.7344 -0.0512 -2.0505 0.292
H -3.3349 -0.8416 -0.7998 0.299
H -2.5509 0.2187 -1.8264 0.378
H -3.7939 1.0087 -1.0180 0.314
H -1.8542 -0.8546 1.9602 0.423
H -0.7719 -1.4018 0.5762 0.215
H -2.3789 -1.7643 0.6053 0.365
```

The following is a DFT calculation (the ωB97M-V functional and the def2-TZVPD basis) of a gas-phase ion, C8H16NO4S (charge +1).

Calculated values
electronic energy = -29056.6069 eV
2S+1 = 1
net charge = +1
M = 222.29 u
E_HOMO (spin up / spin down) = -13.44 / -13.44 eV

```
30
Properties=species:S:1:pos:R:3:mulliken_charge:R:1
C 1.7300 0.8613 -0.6287 -0.855
C 3.0678 0.9170 -0.2077 -0.015
C -0.4052 -1.6246 -0.4348 0.491
C 3.9694 -0.1521 -0.4718 -0.977
C -2.5948 0.0590 -0.8844 -1.778
C -2.2987 -0.1011 1.7045 -1.442
C -1.3742 1.8941 0.4269 -1.728
C -1.7506 0.3209 0.3062 1.135
N -0.4705 -0.3002 0.1085 0.363
O 1.5656 -1.1145 1.3945 -0.461
O -1.3769 -2.3740 -0.9547 -0.285
O -0.8864 -2.5950 0.3783 -0.297
O 0.8964 -1.8738 -0.9113 -0.330
S 0.7574 0.0556 1.1777 0.597
H 1.2585 1.7838 -0.5810 0.546
H 1.5226 0.2798 -1.4947 0.413
H 3.5121 1.7801 0.2635 0.437
H 4.9463 0.0599 -0.0661 0.379
H 4.0799 -0.4159 -1.6133 0.315
H 3.3698 -1.0229 -0.1541 0.255
H -3.2907 -0.8241 -0.8687 0.356
H -3.4024 0.8201 -0.9190 0.462
H -2.0169 0.1299 -1.7825 0.436
H -2.3607 -1.1929 1.7936 0.360
H -3.2937 0.3029 1.5512 0.459
H -1.8807 0.3618 2.6444 0.372
H -1.0206 2.2922 -0.5088 0.365
H -2.3453 2.4249 0.6031 0.473
H -0.7339 2.0135 1.2529 0.590
H 0.8265 -2.7657 -1.1238 0.363
```

The following is a DFT calculation (the ωB97M-V functional and the def2-TZVPD basis) of 3 unconnected molecules or ions with the total composition C8H16NOP.

Calculated values
electronic energy = -21377.9514 eV
2S+1 = 1
net charge = 0
M = 173.20 u
E_HOMO = -7.50 eV

```
27
Properties=species:S:1:pos:R:3:mulliken_charge:R:1
C -0.6635 0.1411 -1.7259 0.368
C -1.4130 -0.4356 2.3413 -0.558
C -2.2684 0.3260 1.4514 -0.729
C -0.4902 -1.3532 1.4985 -0.733
C -1.5201 1.0037 0.3502 -0.659
C 0.2277 -0.6648 0.3601 -0.480
C 3.0846 1.4870 -2.2529 -0.831
C 2.1363 2.2959 -1.4268 -0.002
N -0.6611 0.1424 -0.4363 0.084
O 1.4695 1.8838 -0.5455 -0.412
P -0.5840 0.3250 -3.2871 -0.287
H -0.7595 0.0822 3.0468 0.313
H -1.9648 -1.1605 3.0674 0.268
H -3.0809 -0.2665 1.0362 0.324
H -2.8671 0.9749 1.9975 0.399
H 0.2187 -1.9115 2.1975 0.303
H -1.2265 -2.1496 1.1490 0.296
H -2.2716 1.6238 -0.1750 0.384
H -0.8880 1.9307 0.7442 0.253
H 1.1046 -0.1186 0.8200 0.213
H 0.6152 -1.5266 -0.2451 0.354
H 2.6733 1.1781 -3.2861 0.225
H 3.9431 2.1797 -2.4676 0.337
H 3.3846 0.6318 -1.6433 0.219
H -0.2474 -5.1174 -0.8025 0.134
H 2.2930 3.3236 -1.6674 0.350
H -0.2445 -4.8255 -0.0986 -0.133
```

The following is a DFT calculation (the ωB97M-V functional and the def2-TZVPD basis) of a gas-phase ion, C8H16NOS2 (charge +1).

Calculated values
electronic energy = -33750.1889 eV
2S+1 = 1
net charge = +1
M = 206.36 u
E_HOMO = -12.55 eV

```
28
Properties=species:S:1:pos:R:3:mulliken_charge:R:1
C 1.3050 0.0338 0.1742 -0.937
C 0.8947 1.3964 -1.6168 0.217
C 0.9906 -0.8296 -1.9588 -0.058
C -1.6916 -2.1211 -1.0339 -0.988
C 0.1620 -0.2476 2.3832 -1.685
C 1.7941 1.6538 1.7972 -1.491
C -1.1392 -0.7392 -0.6436 -0.680
C 0.6795 0.7499 1.3159 1.007
N 0.3272 -0.7975 -0.5805 0.299
O 1.1095 0.4268 -2.5208 -0.276
S 1.3387 3.5121 -3.7313 -0.152
S 0.7328 2.9408 -1.8540 -0.012
H 1.9969 -1.2931 -1.8682 0.305
H 0.3077 -1.5386 -2.5518 0.248
H -1.4814 -2.6134 -0.0352 0.342
H -2.7460 -1.9904 -1.1029 0.387
H -1.3625 -2.4950 -2.0936 0.308
H 0.9983 -0.7575 2.6134 0.500
H -0.6029 -0.9449 2.0391 0.478
H -0.3405 0.4641 3.1213 0.344
H 2.0496 2.3588 1.0041 0.340
H 2.6586 1.1799 2.0958 0.379
H 1.3719 2.2863 2.5901 0.417
H -1.5046 -0.4130 0.4003 0.364
H -1.4797 0.1335 -1.2738 0.334
H -0.1804 1.3643 1.0282 0.332
H 0.5227 -1.6589 -0.0144 0.476
H 0.4742 4.5429 -3.7764 0.203
```

The following is a DFT calculation (the ωB97M-V functional and the def2-TZVPD basis) of 2 unconnected molecules or ions with the total composition C8H16O2.

Calculated values
electronic energy = -12648.5300 eV
2S+1 = 1
net charge = 0
M = 144.21 u
E_HOMO = -9.46 eV

```
26
Properties=species:S:1:pos:R:3:mulliken_charge:R:1
O -3.3010 -3.2722 1.1876 -0.407
C -3.3733 -4.0408 -0.0278 -0.355
C -3.1087 -1.9142 0.9679 -0.470
C -2.6978 -2.9659 -1.0293 -0.551
C -2.0317 -1.9233 -0.1796 -0.456
H -2.8046 -4.9593 0.2141 0.237
H -4.4156 -4.3394 -0.2513 0.234
H -4.0874 -1.5242 0.6280 0.302
H -2.7427 -1.2489 1.7735 0.319
H -1.9934 -3.4454 -1.7358 0.337
H -3.4854 -2.4667 -1.6260 0.265
H -1.9773 -0.8805 -0.5473 0.271
H -1.0203 -2.2113 0.1663 0.274
O 2.1260 1.8153 0.9656 -0.367
C 1.5708 2.2246 -0.2878 -0.311
C 3.3548 2.4436 1.2278 -0.414
C 2.8373 2.7706 -1.0372 -0.540
C 3.7074 3.3838 0.0779 -0.486
H 1.0242 1.3663 -0.7239 0.221
H 0.8415 3.0421 -0.1285 0.225
H 3.2136 2.9935 2.1781 0.244
H 4.1520 1.6926 1.3887 0.245
H 3.4712 1.9872 -1.4952 0.263
H 2.6888 3.5671 -1.7915 0.345
H 3.2762 4.3863 0.2641 0.240
H 4.7757 3.5193 -0.1785 0.335
```

Results for energy above the lowest of the compared OMol25 structures with the same formula, charge and spin: 144.1; 78.1; 54.4; 68.2; 99.8; 65.8 (in kcal per mole, following the order of the records).